Formula: C5H25NO8
Source: the Open Molecules 2025 dataset
Level of theory: wB97M-V/def2-TZVPD

Properties
SMILES = CCCCNC=O.O.O.O.O.O.O.O
Orbital gap = 9.4 eV
Energy relative to the best compared isomer or geometry (same formula, charge and spin) = 240.05 kJ/mol
E_HOMO = -9.382 eV

Last column: Mulliken charge in e.
Geometry (Å):
C -0.790 0.648 -2.150  -1.288
C -0.549 -0.212 -0.875  -0.107
C -0.457 0.435 0.573  0.083
C -1.027 1.820 0.778  -1.084
N -0.014 2.864 0.641  0.035
C 0.693 3.530 1.600  0.082
O 0.267 3.650 2.728  -0.582
H -1.093 1.682 -1.996  0.368
H 0.067 0.716 -2.784  0.196
H -1.525 0.112 -2.756  0.393
H 0.276 -0.892 -1.059  0.212
H -1.534 -0.672 -0.804  0.207
H -1.016 -0.273 1.194  0.352
H 0.585 0.321 0.854  -0.026
H -1.820 2.048 0.062  0.338
H -1.408 1.848 1.798  0.394
H 0.186 2.985 -0.342  0.220
H 1.575 3.997 1.138  0.333
O -0.991 -4.245 0.771  -0.641
H -0.252 -4.415 0.190  0.315
H -1.710 -4.773 0.420  0.334
O 2.750 0.993 -0.233  -0.670
H 1.826 1.036 -0.502  0.315
H 3.300 0.774 -0.989  0.277
O 3.190 -1.044 1.719  -0.686
H 2.768 -0.363 1.178  0.343
H 2.748 -1.108 2.569  0.346
O 1.033 3.045 -2.126  -0.604
H 0.703 3.772 -2.665  0.266
H 1.153 2.310 -2.731  0.271
O 1.271 -3.125 0.626  -0.580
H 1.857 -2.360 0.617  0.318
H 1.881 -3.805 0.928  0.268
O -2.803 -2.764 -2.863  -0.648
H -3.685 -2.458 -2.651  0.316
H -2.317 -2.869 -2.040  0.327
O -2.930 -2.704 0.018  -0.649
H -2.035 -2.376 0.129  0.413
H -3.142 -3.294 0.737  0.245


Formula: C5H26BFN11O7P2S
Source: the Open Molecules 2025 dataset
Level of theory: wB97M-V/def2-TZVPD

Properties
Orbital gap = 7.2 eV
E_HOMO = -4.979 eV
Total charge = -1

Last column: Mulliken charge in e.
Geometry (Å):
N 1.140 2.051 0.207  -0.899
P 2.122 0.767 0.258  0.310
B 1.467 -0.715 -0.803  0.502
F 0.038 -0.682 -0.916  -0.425
P 1.871 -2.486 -0.113  0.517
O 1.131 -2.712 1.378  -0.374
O 3.496 -2.802 0.018  -0.525
S 1.108 -3.843 -1.326  -0.658
H 0.355 1.842 -0.394  0.216
H 3.429 1.146 -0.187  0.004
H 2.264 0.396 1.629  -0.047
H 1.945 -0.639 -1.896  -0.118
H 0.262 -3.031 1.175  0.118
H 3.993 -1.989 -0.031  0.335
C -2.134 -4.679 -4.827  0.590
O -2.806 -5.052 -5.782  -0.683
N -0.774 -4.660 -4.845  -0.305
N -2.694 -4.248 -3.659  -0.329
H -0.216 -4.356 -4.067  0.152
H -0.319 -4.963 -5.682  0.177
H -3.692 -4.244 -3.605  0.192
H -2.159 -3.933 -2.869  0.180
C 1.374 3.749 -3.486  0.546
O 2.050 2.731 -3.544  -0.654
N 0.949 4.302 -2.318  -0.315
N 0.982 4.424 -4.613  -0.377
H 0.397 5.140 -2.274  0.172
H 1.204 3.838 -1.455  0.296
H 1.270 4.050 -5.494  0.209
H 0.420 5.254 -4.592  0.175
C 2.494 -0.646 4.855  0.629
O 3.381 -0.369 4.065  -0.620
N 2.212 -1.937 5.211  -0.516
N 1.711 0.303 5.442  -0.378
H 1.500 -2.192 5.873  0.243
H 2.766 -2.659 4.788  0.183
H 1.884 1.257 5.191  0.221
H 0.970 0.094 6.084  0.176
C -2.468 5.696 -1.609  0.645
O -1.626 6.037 -2.430  -0.679
N -2.653 4.392 -1.270  -0.350
N -3.274 6.597 -0.972  -0.399
H -3.326 4.082 -0.597  0.154
H -2.061 3.712 -1.713  0.225
H -3.152 7.563 -1.202  0.217
H -3.965 6.342 -0.295  0.157
C -1.589 -2.796 4.591  0.540
O -1.548 -2.626 5.808  -0.701
N -2.750 -3.104 3.939  -0.349
N -0.485 -2.688 3.810  -0.096
H -2.811 -3.244 2.950  0.170
H -3.579 -3.188 4.494  0.216
H 0.378 -2.463 4.278  0.070
H -0.483 -2.820 2.821  0.260


Formula: C5H26N2O6
Source: the Open Molecules 2025 dataset
Level of theory: wB97M-V/def2-TZVPD

Properties
SMILES = CNC[C@H](C)NC.O.O.O.O.O.O
Orbital gap = 9.0 eV
Energy relative to the best compared isomer or geometry (same formula, charge and spin) = 183.65 kJ/mol
E_HOMO = -8.837 eV

Last column: Mulliken charge in e.
Geometry (Å):
C 1.850 1.472 0.606  -1.003
N 0.901 1.531 -0.480  -0.049
C -0.303 2.310 -0.282  -1.335
C -1.510 1.510 0.221  0.427
C -1.388 1.013 1.665  -1.497
N -1.821 0.445 -0.768  -0.081
C -3.131 -0.166 -0.411  -0.913
H 1.519 1.085 1.576  0.399
H 2.342 2.442 0.704  0.388
H 2.697 0.868 0.297  0.163
H 0.716 0.614 -0.849  0.041
H -0.145 3.008 0.544  0.511
H -0.600 2.818 -1.201  0.295
H -2.379 2.176 0.228  0.456
H -0.726 1.616 2.282  0.447
H -0.976 0.012 1.805  0.270
H -2.359 1.122 2.143  0.421
H -1.214 -0.332 -0.511  0.055
H -3.176 -0.562 0.595  0.334
H -3.917 0.558 -0.627  0.385
H -3.317 -0.952 -1.144  0.176
O -0.248 0.400 -3.393  -0.638
H -0.551 0.460 -4.311  0.305
H -1.031 0.832 -3.008  0.318
O -2.127 -1.968 -3.831  -0.660
H -1.315 -1.533 -3.506  0.330
H -2.612 -1.654 -3.052  0.326
O -0.518 -2.590 2.258  -0.615
H -0.636 -2.834 3.178  0.289
H 0.366 -2.797 1.948  0.313
O 2.899 -2.101 1.993  -0.635
H 3.788 -1.789 1.789  0.306
H 2.312 -1.939 1.244  0.330
O 4.814 0.486 1.487  -0.625
H 4.363 0.302 0.659  0.406
H 4.126 0.908 2.014  0.345
O 1.002 -2.206 -0.256  -0.540
H 0.999 -3.038 -0.740  0.251
H 1.306 -1.526 -0.865  0.303


Formula: C5H26N2O8
Source: the Open Molecules 2025 dataset
Level of theory: wB97M-V/def2-TZVPD

Properties
SMILES = C=NCC[C@H](N)CO.O.O.O.O.O.O.O
Orbital gap = 9.3 eV
Energy relative to the best compared isomer or geometry (same formula, charge and spin) = 283.11 kJ/mol
E_HOMO = -8.943 eV

Last column: Mulliken charge in e.
Geometry (Å):
C -2.054 2.459 -1.243  -0.397
N -1.373 2.098 -0.240  -0.179
C -0.405 3.045 0.267  -0.769
C 0.958 2.323 0.286  -0.790
C 1.043 1.292 1.386  2.002
N 1.377 1.736 2.680  -0.602
C 2.187 0.363 0.915  -0.432
O 2.486 -0.560 1.939  -0.696
H -1.967 3.448 -1.745  0.246
H -2.726 1.721 -1.749  0.244
H -0.600 3.583 1.218  0.348
H -0.387 3.975 -0.375  0.436
H 1.059 1.749 -0.666  0.225
H 1.768 3.060 0.457  0.414
H 0.204 0.560 1.226  -1.005
H 0.707 2.353 3.111  0.226
H 1.798 1.119 3.356  0.227
H 1.891 -0.247 0.022  -0.227
H 3.095 0.902 0.606  0.449
H 1.658 -1.003 2.243  0.314
O 1.512 -2.608 0.362  -0.620
H 2.295 -2.478 0.920  0.463
H 1.082 -1.782 0.604  0.117
O -1.622 -0.495 1.165  -0.693
H -2.234 -0.788 0.462  0.369
H -1.628 0.480 1.113  0.383
O 1.062 -1.370 -2.143  -0.624
H 0.786 -0.985 -1.302  0.220
H 1.901 -1.761 -1.862  0.362
O -1.223 -2.759 -1.886  -0.768
H -0.301 -2.403 -1.846  0.480
H -1.331 -3.164 -2.750  0.268
O -3.264 -1.680 -0.743  -0.731
H -3.576 -2.545 -0.460  0.287
H -2.386 -1.804 -1.145  0.472
O -0.805 -0.518 -4.363  -0.620
H 0.138 -0.696 -4.492  0.301
H -1.105 -1.278 -3.854  0.305
O 0.303 -1.687 3.094  -0.694
H -0.451 -1.139 2.806  0.336
H 0.127 -2.517 2.629  0.353


Formula: C5H26NO7
Source: the Open Molecules 2025 dataset
Level of theory: wB97M-V/def2-TZVPD

Properties
<S²> = 0.75
2S+1 = 2
Orbital gap (alpha / beta) = 9.1 / 4.7 eV
E_HOMO (alpha / beta) = -16.966 / -16.965 eV
Total charge = +2

Last column: Mulliken spin population.
Geometry (Å):
C 0.334 1.082 -0.629  0.021
C 1.441 2.200 -0.634  0.038
C 2.630 1.868 0.263  0.006
C 3.036 -0.443 -0.522  0.321
C 3.492 0.751 -0.203  0.402
N -0.978 1.421 -1.329  0.001
H 0.691 0.096 -1.081  0.003
H 0.079 0.910 0.411  -0.003
H 0.970 3.184 -0.314  0.000
H 1.625 2.608 -1.673  -0.008
H 3.202 2.809 0.068  -0.002
H 2.242 1.671 1.228  0.085
H 2.027 -0.925 -0.300  0.120
H 3.571 -1.227 -0.858  0.012
H 4.498 1.066 -0.314  0.000
H -0.632 1.882 -2.142  0.000
H -1.799 1.860 -0.778  0.000
H -1.367 0.500 -1.607  0.001
H -3.144 -1.528 0.008  0.000
H -4.410 -0.973 -0.548  0.000
O -3.449 -0.943 -0.605  0.000
H -1.127 -2.041 3.481  0.000
H 0.479 -1.631 3.061  0.000
O -0.440 -1.784 2.845  0.000
H 0.079 -2.824 -1.097  0.000
H 1.316 -3.372 -1.628  0.000
O 0.626 -2.662 -1.879  0.003
H -0.087 -1.323 -3.211  0.000
H -1.406 -1.637 -2.625  0.000
O -1.012 -0.982 -3.208  0.000
H -0.100 -3.536 1.009  0.000
H -0.990 -2.483 1.423  0.000
O -0.740 -2.924 0.577  0.000
H -3.409 1.026 1.296  0.000
H -2.601 2.298 1.587  0.000
O -2.853 1.741 0.876  0.000
H -0.150 2.011 3.291  0.000
H -0.920 0.703 3.082  0.000
O -0.725 1.549 2.677  0.001